# 1
105
Properties=species:S:1:pos:R:3:mulliken_spin:R:1 method="wB97M-V/def2-TZVPD" homo_energy_ev="-4.9 / -4.9" multiplicity=6 relative_energy_ev=0.000 charge=-1 e_tot_ha=-10730.66644 s2=8.7607 e_lumo_ev="1.65 / 1.46" gap_ev="6.55 / 6.33"
Fe 2.625 0.515 1.124 4.35
C 1.419 4.971 -4.309 0.00
O 0.602 4.644 -3.165 0.00
C 1.077 4.500 -1.876 0.00
C 1.920 5.430 -1.258 0.01
C 2.649 5.016 -0.156 -0.01
C 2.550 3.672 0.295 0.02
C 3.630 3.283 1.246 0.00
C 4.735 4.253 1.425 0.01
O 3.510 2.226 1.915 0.01
C 1.538 2.822 -0.209 -0.01
O 1.258 1.658 0.415 0.12
C 0.811 3.257 -1.340 0.02
H 1.776 6.029 -4.166 0.00
H 0.843 4.755 -5.189 0.00
H 2.311 4.339 -4.399 0.00
H 1.997 6.436 -1.610 0.00
H 3.228 5.716 0.418 0.00
H 4.386 5.130 1.965 0.00
H 5.149 4.622 0.470 0.00
H 5.517 3.752 1.941 0.00
H 0.031 2.637 -1.736 0.00
Cl 6.203 -2.579 6.334 0.00
C 5.037 -1.784 5.397 0.01
C 3.705 -1.804 5.862 0.00
C 2.689 -1.285 5.051 0.02
I 0.711 -1.426 5.475 0.00
C 2.968 -0.584 3.802 0.00
O 2.136 0.118 3.132 0.10
C 4.305 -0.738 3.267 -0.03
N 4.379 -0.411 1.951 0.01
C 5.592 -0.573 1.381 -0.01
C 6.689 -1.042 2.041 0.00
C 6.563 -1.459 3.410 0.00
C 5.364 -1.343 4.057 0.01
H 3.482 -2.383 6.794 0.00
H 5.663 -0.339 0.340 0.00
H 7.582 -1.298 1.437 0.00
H 7.444 -1.902 3.842 0.00
Cl 5.910 -4.753 1.736 0.00
Ge 3.870 -4.585 1.054 0.01
Cl 2.423 -5.948 1.834 0.00
Cl 4.138 -5.193 -1.090 0.00
F 3.708 0.540 -0.717 0.01
As 4.437 1.092 -2.301 0.01
F 5.975 0.652 -1.526 0.00
F 4.257 -0.519 -3.035 0.00
F 5.199 1.733 -3.765 0.00
F 2.774 1.434 -2.822 0.00
F 4.554 2.734 -1.467 0.00
C -6.383 1.806 -5.146 0.00
C -5.271 1.408 -4.173 0.00
C -5.220 1.932 -2.903 0.00
C -4.279 1.577 -1.983 0.00
C -4.177 2.285 -0.668 0.00
C -3.338 0.589 -2.322 0.00
Te -2.191 -0.413 -0.813 0.01
N 1.791 -1.135 0.895 0.20
C 1.995 -2.342 0.788 0.04
O 3.148 -3.022 1.408 0.03
C 0.991 -3.286 0.115 0.04
C -0.148 -3.647 0.833 0.00
C -1.010 -4.652 0.384 0.00
C -0.717 -5.232 -0.837 0.01
C 0.333 -4.768 -1.626 0.00
C 1.163 -3.712 -1.185 0.01
C -3.721 -0.858 0.689 0.00
C -4.903 -1.653 0.449 0.00
C -5.031 -2.552 -0.764 0.00
C -5.911 -1.591 1.437 0.00
C -5.797 -0.908 2.631 0.00
C -6.821 -1.079 3.711 0.00
C -4.618 -0.198 2.861 0.00
C -3.593 -0.142 1.932 0.00
C -2.251 0.416 2.327 0.00
C -3.403 -0.113 -3.594 0.00
C -2.571 -1.344 -3.919 0.00
C -4.386 0.333 -4.466 0.00
H -6.247 1.378 -6.136 0.00
H -6.504 2.914 -5.191 0.00
H -7.387 1.387 -4.843 0.00
H -5.861 2.824 -2.758 0.00
H -5.034 2.962 -0.553 0.00
H -3.264 2.907 -0.598 0.00
H -4.282 1.531 0.173 0.00
H -0.365 -3.130 1.863 0.00
H -1.984 -4.858 0.855 0.00
H -1.332 -6.045 -1.295 0.00
H 0.381 -5.141 -2.615 0.00
H 1.886 -3.364 -1.930 0.00
H -4.205 -2.314 -1.423 0.00
H -5.987 -2.412 -1.318 0.00
H -4.902 -3.632 -0.556 0.00
H -6.828 -2.246 1.367 0.00
H -6.739 -2.029 4.220 0.00
H -7.842 -0.981 3.345 0.00
H -6.766 -0.314 4.464 0.00
H -4.495 0.341 3.793 0.00
H -1.540 -0.397 2.155 0.00
H -2.172 0.689 3.366 0.00
H -1.912 1.283 1.739 0.00
H -1.565 -1.204 -3.567 0.00
H -2.543 -1.469 -5.014 0.00
H -3.002 -2.286 -3.454 0.00
H -4.513 -0.108 -5.424 0.00

=====

# 2
93
Properties=species:S:1:pos:R:3:mulliken_charge:R:1 method="wB97M-V/def2-TZVPD" homo_energy_ev=0.2 multiplicity=1 relative_energy_ev=0.810 charge=-2 e_tot_ha=-4041.25946 e_lumo_ev=4.25 gap_ev=4.04
Ca -0.571 -0.406 1.178 1.60
N 1.150 -0.580 6.060 -0.63
C 0.695 -0.592 4.703 0.17
S 1.456 0.605 3.590 -0.09
N -0.164 -1.470 4.322 -1.25
N -0.704 -1.483 3.128 0.64
C -1.495 -2.596 2.846 -1.13
C -2.388 -2.577 1.815 0.80
C -3.162 -3.739 1.420 -1.03
C -4.123 -3.640 0.474 -0.09
C -4.388 -2.376 -0.145 -1.00
C -3.577 -1.325 0.209 -0.20
N -2.581 -1.375 1.101 -0.55
H 2.007 -0.048 6.134 0.33
H 0.468 -0.169 6.685 0.25
H -1.364 -3.487 3.454 0.26
H -2.940 -4.688 1.897 0.30
H -4.694 -4.514 0.177 0.37
H -5.177 -2.251 -0.874 0.38
H -3.737 -0.355 -0.260 0.40
C -1.821 5.881 -2.029 -1.08
Si -2.867 4.638 -1.045 0.12
C -3.006 5.270 0.723 -0.97
C -4.624 4.738 -1.776 -1.16
C -2.289 2.879 -1.353 0.53
C -2.691 2.267 -2.533 -0.26
C -2.402 0.933 -2.796 -1.29
C -1.716 0.231 -1.827 -0.97
N -1.266 0.790 -0.705 0.62
C -1.511 2.096 -0.446 -0.08
S -0.814 2.708 0.987 -0.35
H -2.268 6.878 -2.003 0.30
H -1.723 5.580 -3.075 0.34
H -0.816 5.947 -1.606 0.29
H -3.507 6.243 0.752 0.32
H -2.020 5.358 1.172 0.29
H -3.571 4.565 1.336 0.30
H -5.038 5.746 -1.682 0.31
H -5.291 4.047 -1.256 0.33
H -4.641 4.472 -2.836 0.34
H -3.264 2.839 -3.257 0.21
H -2.721 0.443 -3.706 0.49
H -1.503 -0.823 -1.952 0.89
C 4.196 1.422 -2.268 -0.52
C 2.875 1.738 -1.986 -0.73
C 1.988 0.740 -1.605 -0.23
C 2.394 -0.590 -1.492 0.74
C 3.729 -0.888 -1.764 -0.27
C 4.617 0.105 -2.151 -0.71
P 1.138 -1.887 -1.083 1.43
C 0.526 -2.045 -2.940 0.28
C -0.536 -2.951 -3.051 -0.26
C -1.148 -3.220 -4.265 -0.79
C -0.707 -2.574 -5.415 -0.53
C 0.344 -1.674 -5.331 -0.63
C 0.951 -1.411 -4.105 -0.36
C 2.148 -3.432 -1.285 -0.27
C 2.552 -4.311 -2.254 -0.37
C 3.487 -5.312 -1.889 -0.88
C 3.969 -5.456 -0.609 -0.79
C 3.554 -4.571 0.420 0.23
C 3.921 -4.552 1.786 -1.07
C 3.456 -3.536 2.587 -0.70
C 2.646 -2.477 2.106 -0.67
C 2.235 -2.454 0.789 0.50
C 2.682 -3.546 0.017 0.29
H 4.896 2.194 -2.566 0.35
H 2.528 2.761 -2.065 0.49
H 0.962 0.998 -1.392 0.29
H 4.084 -1.907 -1.673 0.25
H 5.648 -0.159 -2.365 0.39
H -0.883 -3.445 -2.144 0.38
H -1.975 -3.920 -4.316 0.39
H -1.186 -2.772 -6.368 0.31
H 0.699 -1.171 -6.224 0.35
H 1.776 -0.707 -4.065 0.30
H 2.190 -4.255 -3.275 0.40
H 3.849 -5.984 -2.661 0.37
H 4.696 -6.235 -0.396 0.35
H 4.553 -5.335 2.195 0.34
H 3.716 -3.542 3.642 0.41
H 2.354 -1.712 2.811 0.18
C 0.520 4.872 4.849 -0.49
C 1.434 4.588 3.838 -0.50
C 1.672 3.280 3.463 -0.65
C 0.987 2.231 4.082 0.76
C 0.050 2.517 5.070 -0.50
C -0.173 3.832 5.450 -0.62
H 0.347 5.895 5.160 0.35
H 1.958 5.394 3.340 0.35
H 2.370 3.045 2.668 0.33
H -0.521 1.709 5.511 0.39
H -0.906 4.049 6.219 0.34

=====

# 3
92
Properties=species:S:1:pos:R:3:mulliken_charge:R:1 method="wB97M-V/def2-TZVPD" homo_energy_ev="-15.7 / -15.7" multiplicity=1 relative_energy_ev=0.131 charge=+3 e_tot_ha=-3855.44745 e_lumo_ev="-10.55 / -10.54" gap_ev="5.13 / 5.14"
Ce -0.873 1.451 -0.469 0.12
C 3.361 -3.909 2.451 -1.73
C 2.026 -3.678 1.722 1.53
C 1.310 -5.018 1.455 -1.61
C 2.301 -2.988 0.397 1.34
C 3.165 -3.559 -0.534 -0.39
C 3.501 -2.923 -1.718 -1.59
C 3.011 -1.657 -1.981 -0.10
C 2.127 -1.074 -1.081 0.63
P 1.650 0.670 -1.173 1.22
C 1.063 0.975 -2.875 0.44
C 0.823 2.319 -3.201 -0.32
C 0.366 2.655 -4.467 -1.07
C 0.132 1.654 -5.400 -0.76
C 0.318 0.317 -5.062 -0.51
C 0.768 -0.029 -3.798 -0.93
C 3.258 1.486 -1.015 0.91
C 4.020 1.855 -2.118 -0.31
C 5.307 2.332 -1.919 -0.75
C 5.820 2.439 -0.633 -0.63
C 5.048 2.089 0.468 -0.75
C 3.760 1.616 0.281 -0.49
C 1.745 -1.761 0.071 -1.98
O 0.810 -1.113 0.861 0.71
C 0.515 -1.665 2.095 -0.53
C -0.449 -0.982 2.836 0.15
C -0.786 -1.412 4.114 -0.63
C -0.144 -2.517 4.642 -1.51
C 0.770 -3.216 3.870 -0.55
C 1.111 -2.819 2.579 0.95
P -1.362 0.351 2.032 1.37
C -3.047 0.190 2.671 0.57
C -3.574 1.025 3.654 -0.10
C -4.861 0.798 4.116 -0.83
C -5.616 -0.247 3.600 -0.54
C -5.090 -1.078 2.618 -0.71
C -3.810 -0.856 2.141 -0.48
C -0.712 1.929 2.676 0.30
C -1.334 3.081 2.162 -0.59
C -0.871 4.342 2.506 -0.92
C 0.207 4.457 3.375 -0.69
C 0.814 3.320 3.898 -0.77
C 0.373 2.053 3.540 -0.76
H 4.030 -4.531 1.858 0.42
H 3.204 -4.418 3.401 0.41
H 3.861 -2.959 2.644 0.38
H 1.913 -5.657 0.811 0.40
H 0.349 -4.843 0.969 0.34
H 1.131 -5.555 2.386 0.43
H 3.600 -4.527 -0.319 0.49
H 4.172 -3.401 -2.419 0.45
H 3.331 -1.112 -2.860 0.62
H 1.076 3.102 -2.491 0.76
H 0.226 3.695 -4.732 0.47
H -0.191 1.918 -6.399 0.46
H 0.130 -0.456 -5.796 0.54
H 0.918 -1.070 -3.542 0.49
H 3.610 1.769 -3.117 0.41
H 5.906 2.615 -2.773 0.46
H 6.829 2.802 -0.489 0.43
H 5.452 2.182 1.467 0.46
H 3.146 1.341 1.134 0.35
H -1.551 -0.894 4.677 0.63
H -0.382 -2.854 5.641 0.45
H 1.224 -4.108 4.280 0.47
H -2.978 1.830 4.065 0.46
H -5.269 1.437 4.887 0.47
H -6.620 -0.414 3.966 0.44
H -5.677 -1.901 2.232 0.45
H -3.389 -1.497 1.374 0.40
H -2.251 2.980 1.577 0.94
H -1.357 5.225 2.114 0.57
H 0.568 5.438 3.653 0.47
H 1.636 3.420 4.595 0.50
H 0.852 1.170 3.945 0.53
S -1.216 6.314 -1.207 -0.24
C -1.275 4.762 -1.130 0.71
N -1.326 3.552 -1.068 -0.62
C -4.614 -2.144 -4.447 -1.10
N -3.578 -1.896 -3.453 -0.14
C -3.083 -0.709 -3.134 0.79
S -1.933 -0.700 -1.848 -0.28
N -3.490 0.354 -3.810 -0.07
C -3.052 1.728 -3.655 -0.26
H -4.861 -3.200 -4.422 0.37
H -4.274 -1.897 -5.455 0.36
H -5.519 -1.577 -4.219 0.37
H -3.235 -2.675 -2.913 0.26
H -4.169 0.195 -4.542 0.23
H -2.577 1.868 -2.687 -0.25
H -3.913 2.391 -3.708 0.41
H -2.339 2.001 -4.429 0.22

=====

# 4
94
Properties=species:S:1:pos:R:3:mulliken_spin:R:1 method="wB97M-V/def2-TZVPD" homo_energy_ev="-7.7 / -7.5" multiplicity=8 relative_energy_ev=0.184 charge=+1 e_tot_ha=-5970.18042 s2=16.0945 e_lumo_ev="-2.83 / -3.18" gap_ev="4.89 / 4.28"
Gd -0.448 0.438 -0.468 6.57
N 3.952 2.650 1.184 0.01
C 2.869 2.895 0.413 0.02
N 1.660 2.525 0.740 -0.02
C 1.435 1.959 2.040 -0.02
N 0.409 1.253 2.432 0.00
N -0.567 0.863 1.633 0.13
C -1.715 0.358 2.212 0.09
C -2.771 -0.040 1.422 0.00
C -4.014 -0.460 2.005 0.02
C -5.043 -0.861 1.222 0.00
C -4.880 -0.887 -0.195 0.03
C -3.694 -0.475 -0.713 -0.01
N -2.639 -0.032 0.023 0.06
C 2.498 2.194 3.030 0.01
C 2.289 2.071 4.399 -0.01
C 3.346 2.227 5.286 0.00
C 4.619 2.511 4.823 0.00
C 4.841 2.659 3.459 0.00
C 3.784 2.505 2.585 0.00
H 4.834 3.015 0.863 0.00
H 3.033 3.360 -0.549 0.00
H -1.813 0.387 3.290 -0.01
H -4.099 -0.435 3.084 0.00
H -5.985 -1.164 1.661 0.00
H -5.678 -1.213 -0.845 0.00
H -3.543 -0.484 -1.790 0.00
H 1.296 1.836 4.752 0.00
H 3.173 2.123 6.349 0.00
H 5.444 2.619 5.514 0.00
H 5.830 2.888 3.081 0.00
N 2.126 -0.362 0.101 0.02
C 2.564 -1.741 0.144 -0.01
C 3.919 -2.051 0.166 0.00
C 4.335 -3.369 0.235 0.00
C 3.396 -4.391 0.281 0.00
C 2.049 -4.087 0.243 0.00
C 1.617 -2.762 0.176 0.00
P -0.165 -2.353 0.030 0.06
C -0.908 -3.054 1.538 -0.01
C -2.301 -3.065 1.632 0.00
C -2.919 -3.564 2.765 0.00
C -2.155 -4.027 3.827 0.00
C -0.771 -3.981 3.757 0.00
C -0.146 -3.493 2.618 0.00
C -0.595 -3.548 -1.301 -0.01
C 0.113 -3.411 -2.496 0.00
C -0.133 -4.250 -3.568 0.00
C -1.093 -5.247 -3.454 0.00
C -1.790 -5.400 -2.267 0.00
C -1.548 -4.554 -1.192 0.00
H 2.032 -0.038 1.067 0.00
H 2.867 0.201 -0.302 0.00
H 4.646 -1.246 0.131 0.00
H 5.393 -3.595 0.257 0.00
H 3.722 -5.421 0.337 0.00
H 1.311 -4.881 0.251 0.00
H -2.903 -2.669 0.820 0.01
H -4.000 -3.578 2.824 0.00
H -2.639 -4.411 4.716 0.00
H -0.171 -4.323 4.590 0.00
H 0.933 -3.451 2.578 0.00
H 0.893 -2.661 -2.571 0.00
H 0.428 -4.128 -4.486 0.00
H -1.289 -5.906 -4.290 0.00
H -2.526 -6.187 -2.166 0.00
H -2.096 -4.693 -0.272 0.00
Br -0.230 -0.701 -6.803 0.00
C -0.719 1.037 -6.245 0.00
C -1.284 1.899 -7.175 0.00
C -1.668 3.176 -6.799 0.00
C -1.488 3.602 -5.492 0.00
C -0.917 2.750 -4.560 0.00
C -0.542 1.477 -4.941 0.00
I 0.354 0.167 -3.486 0.01
H -1.419 1.552 -8.190 0.00
H -2.107 3.834 -7.536 0.00
H -1.788 4.596 -5.190 0.00
H -0.759 3.074 -3.544 0.00
C 0.295 5.166 -0.409 0.00
C -0.376 3.862 0.045 0.00
C -1.678 3.662 -0.740 0.01
C -0.755 4.028 1.522 0.00
C 0.584 2.665 -0.261 0.10
H -0.381 6.014 -0.281 0.00
H 0.587 5.121 -1.462 0.00
H 1.189 5.361 0.191 0.00
H -2.405 4.428 -0.467 0.00
H -2.132 2.690 -0.515 0.00
H -1.515 3.744 -1.815 0.00
H -1.328 4.950 1.640 0.00
H 0.123 4.116 2.161 0.00
H -1.371 3.204 1.877 0.00
H 1.108 2.942 -1.184 -0.02

=====

Which of these has the lowest charge? C43H40CaN5PS2Si